Entry 1:
Formula: C16H40Br12N6O2P2
Source: OMol25
Level of theory: wB97M-V/def2-TZVPD

CARTESIAN COORDINATES (ANGSTROEM)
Br: 1.932 -5.709 1.745
Br: 1.743 -3.704 4.203
Br: -2.832 -3.225 7.177
Br: 1.399 -0.699 2.297
Br: -2.695 6.243 1.554
Br: -1.488 -0.724 5.680
Br: -1.758 -1.317 1.680
Br: -3.473 3.941 -0.467
Br: -1.897 -3.684 4.095
Br: -0.591 1.537 1.071
Br: -4.557 3.857 2.790
Br: 4.533 -3.871 2.548
P: -5.789 -0.089 -1.505
P: 6.260 1.867 -0.123
O: 6.320 2.872 0.974
O: -6.008 1.309 -1.967
N: -5.897 -0.454 0.198
N: 7.515 0.652 -0.136
N: 4.923 0.780 -0.032
N: -6.970 -1.151 -2.215
N: 6.124 2.424 -1.728
N: -4.294 -0.696 -2.053
C: 7.289 2.669 -2.571
C: -6.925 -2.606 -2.476
C: 8.691 0.871 0.657
C: 4.235 0.115 -1.154
C: 4.980 3.265 -2.086
C: 4.627 0.286 1.306
C: -3.889 -0.437 -3.426
C: -5.730 -1.786 0.755
C: -8.282 -0.557 -2.304
C: 2.551 -3.967 2.436
C: -5.654 0.603 1.170
C: -3.141 4.345 1.429
C: -2.674 -2.348 5.341
C: 7.544 -0.646 -0.792
C: -3.171 -0.738 -1.135
C: -0.430 0.018 2.258
H: 3.821 0.807 -1.887
H: -5.995 -2.813 -3.006
H: 7.739 3.638 -2.353
H: -3.696 -1.344 -3.998
H: -4.654 0.135 -3.952
H: -6.436 -1.924 1.574
H: 8.869 0.322 1.582
H: 9.545 0.511 0.084
H: 5.410 0.569 2.009
H: -0.615 0.324 3.288
H: 7.997 1.884 -2.305
H: -6.271 0.561 2.067
H: 3.744 0.838 1.626
H: -2.890 0.303 -0.977
H: 4.050 2.790 -1.774
H: 4.610 -0.801 1.393
H: 8.502 -1.137 -0.966
H: -4.709 -1.992 1.076
H: 4.851 3.367 -3.163
H: -6.975 -3.120 -1.516
H: 6.896 -1.293 -0.201
H: -4.609 0.701 1.465
H: 4.882 -0.535 -1.743
H: 8.886 1.937 0.771
H: -3.620 -1.945 4.981
H: -6.110 -2.542 0.068
H: -3.584 -1.182 -0.230
H: -9.087 -1.276 -2.157
H: -2.926 0.067 -3.513
H: -2.362 -1.358 -1.521
H: 7.078 2.630 -3.640
H: -8.428 0.264 -1.602
H: -2.267 3.728 1.638
H: 5.275 4.288 -1.852
H: -7.833 -2.894 -3.005
H: 7.122 -0.547 -1.792
H: -8.332 -0.053 -3.269
H: -5.911 1.538 0.671
H: 2.141 -3.246 1.729
H: 3.369 -0.444 -0.799

HOMO-LUMO gap (alpha / beta) = 7.04 / 2.42 eV
2S+1 = 2
Net charge = +1
⟨S²⟩ = 0.759

=====

Entry 2:
Formula: C16H40CrN5O9S2
Source: OMol25
Level of theory: wB97M-V/def2-TZVPD

CARTESIAN COORDINATES (ANGSTROEM)
Cr: 0.614 -0.165 2.467
S: -0.635 -3.382 1.700
S: 2.416 -0.457 -3.536
O: 2.361 -1.330 2.203
O: -4.750 2.628 -2.882
O: -1.251 0.875 2.476
O: 3.463 0.463 -4.042
O: -0.388 -2.099 2.414
O: 0.240 -1.181 -1.703
O: 0.435 0.980 -1.580
O: 0.237 -0.187 0.225
O: 1.822 1.695 2.049
N: 0.324 -0.119 -1.006
N: 3.935 -2.526 1.131
N: -3.942 0.562 -3.223
N: 2.807 3.753 1.267
N: -2.695 2.407 1.673
C: -1.262 -4.623 2.851
C: -3.493 0.728 3.257
C: -2.646 0.766 -2.625
C: 3.493 -1.794 2.177
C: 1.978 3.887 0.094
C: -1.698 3.059 0.842
C: 3.040 -2.962 0.070
C: -2.175 -3.139 0.812
C: 4.488 -1.603 3.295
C: 0.896 0.072 -4.298
C: -2.381 1.366 2.465
C: 2.792 2.647 2.098
C: -4.900 1.518 -3.341
C: 3.738 2.584 3.265
C: -6.173 1.115 -4.043
C: 2.674 -2.067 -4.258
H: -2.201 -4.270 3.276
H: 3.776 3.604 3.676
H: -2.968 -2.875 1.510
H: 5.353 -1.017 2.985
H: -4.118 -0.345 -3.619
H: -0.547 -4.925 3.606
H: 3.655 -3.328 -0.751
H: 2.309 -3.690 0.410
H: 4.801 -2.577 3.675
H: 1.782 2.908 -0.353
H: -3.628 2.766 1.761
H: -2.638 0.522 -1.561
H: -0.711 2.850 1.246
H: 4.906 -2.762 1.053
H: -3.395 0.986 4.309
H: 3.210 4.612 1.606
H: 1.789 -2.660 -4.043
H: -1.955 -2.302 0.148
H: -4.483 1.004 2.890
H: 3.455 1.891 4.051
H: -6.925 1.824 -3.704
H: 4.013 -1.102 4.136
H: -6.098 1.103 -5.124
H: 0.125 -0.626 -3.976
H: -3.412 -0.349 3.124
H: 0.616 1.063 -3.955
H: 2.936 -1.984 -5.312
H: 4.746 2.336 2.912
H: 1.055 0.033 -5.375
H: -1.491 -5.457 2.181
H: -1.884 0.210 -3.166
H: -1.787 4.143 0.938
H: 0.999 4.337 0.299
H: -1.806 2.761 -0.198
H: -2.471 -3.999 0.214
H: 3.555 -2.510 -3.790
H: -6.524 0.157 -3.647
H: -2.368 1.816 -2.718
H: 2.497 -2.096 -0.320
H: 2.468 4.477 -0.682

HOMO-LUMO gap (alpha / beta) = 4.49 / 4.50 eV
2S+1 = 9
Net charge = +1
⟨S²⟩ = 20.016
ΔE to the lowest compared entry with this formula, charge and spin = 2.14 kcal per mole

=====

Entry 3:
Formula: C16H40F18NP4
Source: OMol25
Level of theory: wB97M-V/def2-TZVPD

CARTESIAN COORDINATES (ANGSTROEM)
P: 2.471 -1.530 -2.685
P: -3.532 -1.906 -5.624
P: -1.250 -5.358 -0.666
P: 0.833 1.106 1.435
F: -1.322 -5.426 0.972
F: -3.396 -0.740 -6.681
F: 2.072 -2.692 -1.581
F: 1.070 -0.788 -2.279
F: -2.773 -4.923 -0.718
F: -0.748 -3.773 -0.480
F: 3.750 -2.356 -3.131
F: -2.591 -0.995 -4.647
F: 2.742 -0.479 -3.865
F: -4.953 -1.162 -5.098
F: 0.322 -5.718 -0.570
F: 3.198 -0.548 -1.636
F: -3.641 -3.028 -4.422
F: -1.043 -5.318 -2.278
F: -4.475 -2.771 -6.666
F: -1.619 -6.917 -0.760
F: -2.286 -2.732 -6.287
F: 1.768 -2.343 -3.886
N: -0.882 -2.717 -3.209
C: -0.003 5.606 -1.292
C: 2.827 -2.413 2.745
C: -0.875 0.570 1.610
C: 0.176 3.209 -0.432
C: -3.778 0.064 0.253
C: 0.896 4.516 -0.804
C: 1.076 4.072 4.575
C: 2.945 -3.377 1.571
C: 1.151 2.017 -0.090
C: 1.684 -1.430 2.724
C: 0.515 3.418 3.248
C: 1.869 -0.371 1.521
C: -1.270 -0.297 0.415
C: 0.491 5.435 4.815
C: 1.382 2.115 2.884
C: -2.656 -0.954 0.477
H: -0.429 3.421 0.450
H: -0.235 -2.764 -3.983
H: 1.423 4.907 0.066
H: 2.208 2.264 -0.190
H: -3.804 0.471 -0.758
H: 0.440 4.162 2.456
H: -0.542 3.032 -1.232
H: 1.876 -0.861 0.548
H: 0.904 3.503 5.488
H: 0.987 6.014 5.594
H: -0.543 5.368 5.155
H: 1.371 1.533 3.805
H: -4.673 -0.532 0.432
H: -0.472 2.959 3.307
H: -0.343 -2.306 -2.460
H: 0.528 5.990 3.878
H: 1.963 -3.725 1.250
H: -2.785 -1.788 -0.213
H: 2.399 2.398 2.614
H: -2.721 -1.399 1.469
H: 2.148 4.210 4.440
H: 0.883 1.204 -0.764
H: -1.625 -2.111 -3.525
H: 3.767 -1.940 3.028
H: -0.573 -1.118 0.248
H: 1.641 4.300 -1.570
H: -0.594 5.156 -2.089
H: -1.204 0.315 -0.484
H: -1.483 1.475 1.623
H: 1.705 -0.873 3.661
H: -0.810 -0.071 2.489
H: -0.575 6.184 -0.567
H: 2.671 -3.073 3.598
H: -1.359 -3.584 -3.004
H: -3.685 0.959 0.869
H: 3.483 -2.924 0.738
H: 0.756 -1.997 2.798
H: 3.662 -4.160 1.815
H: 2.885 0.000 1.386
H: 0.605 6.336 -1.826

HOMO-LUMO gap (alpha / beta) = 11.42 / 1.94 eV
2S+1 = 2
⟨S²⟩ = 0.754

=====

Entry 4:
Formula: C16H40IrN7OS
Source: OMol25
Level of theory: wB97M-V/def2-TZVPD

CARTESIAN COORDINATES (ANGSTROEM)
Ir: 1.272 0.354 -0.263
S: -1.063 -0.504 -2.571
O: -0.308 -1.720 -2.924
N: 2.146 -1.344 -1.181
N: -0.781 -0.369 -0.848
N: 0.716 2.257 0.484
N: -2.989 -0.693 0.208
N: 2.039 1.337 -2.110
N: 3.037 0.726 0.761
N: -4.218 -2.423 2.426
C: 2.376 0.259 -3.071
C: -3.844 -0.990 -0.952
C: 2.736 1.780 1.776
C: 0.913 3.529 -1.740
C: -3.599 -1.089 2.594
C: -3.555 -3.397 1.955
C: 1.928 2.864 1.112
C: 3.010 -0.888 -2.319
C: 1.184 2.388 -2.711
C: 4.033 -1.577 0.485
C: 0.085 3.189 -0.503
C: -1.915 0.232 -0.090
C: -3.776 -0.215 1.350
C: -5.636 -2.551 2.815
C: 3.617 -0.475 1.440
C: 2.900 -2.257 -0.271
H: 1.667 2.780 -3.609
H: 2.178 -2.669 0.435
H: -0.162 4.118 0.017
H: 4.522 -2.348 1.085
H: -4.088 -0.616 3.445
H: -4.201 -0.081 -1.451
H: 4.482 -0.142 2.018
H: 3.769 1.097 0.153
H: -6.217 -1.782 2.310
H: 3.303 -3.082 -0.863
H: 2.861 -0.831 2.138
H: -1.493 0.583 0.849
H: 1.847 4.031 -1.476
H: 3.662 2.173 2.198
H: 2.520 3.339 0.331
H: 3.050 0.620 -3.851
H: 0.342 4.286 -2.281
H: 1.407 -1.896 -1.616
H: -4.712 -1.564 -0.634
H: -6.002 -3.536 2.541
H: -2.516 -3.255 1.691
H: -3.316 -1.607 -1.677
H: -3.510 0.806 1.635
H: -0.854 2.731 -0.814
H: -2.272 1.099 -0.667
H: -4.049 -4.353 1.814
H: 0.038 2.143 1.232
H: 0.249 1.918 -3.024
H: 3.209 -1.727 -2.988
H: 4.814 -1.221 -0.190
H: 1.461 -0.064 -3.563
H: 2.171 1.304 2.577
H: 0.791 -0.381 1.077
H: 3.967 -0.569 -1.909
H: -5.704 -2.409 3.892
H: 1.642 3.641 1.822
H: 2.918 1.793 -1.868
H: -2.546 -1.234 2.826
H: -0.705 -1.339 -0.532
H: -4.830 -0.177 1.069

HOMO-LUMO gap (alpha / beta) = 8.80 / 8.32 eV
2S+1 = 2
Net charge = +3
⟨S²⟩ = 0.754
ΔE to the lowest compared entry with this formula, charge and spin = 0.00 kcal per mole

=====

Entry 5:
Formula: C16H40N2O6P2Pd
Source: OMol25
Level of theory: wB97M-V/def2-TZVPD

CARTESIAN COORDINATES (ANGSTROEM)
Pd: -0.695 0.771 2.544
P: -1.521 -0.646 -0.330
P: 1.160 0.821 -0.259
O: 1.882 -0.562 -0.389
O: 1.947 1.904 -1.049
O: -1.555 -0.412 1.162
O: -1.082 -2.078 -0.704
O: 0.951 1.328 1.135
O: -2.928 -0.374 -0.905
N: -2.568 1.613 2.813
N: 0.104 1.959 3.921
C: -4.157 -2.387 -1.611
C: -2.517 3.096 2.702
C: 2.474 1.717 -2.422
C: -0.160 3.402 3.660
C: 0.556 -3.823 -0.733
C: -2.826 -1.010 -3.280
C: -0.357 -3.040 0.174
C: 3.077 -1.499 1.505
C: -1.643 3.718 3.778
C: 1.652 2.573 -3.357
C: 4.037 -1.537 -0.834
C: -0.390 0.512 -1.120
C: -3.674 -1.020 -2.031
C: 3.235 -0.771 0.190
C: 3.933 2.099 -2.381
C: -1.383 -3.876 0.897
H: -2.013 3.433 4.769
H: 4.044 3.144 -2.089
H: 4.488 1.478 -1.678
H: 4.100 -0.994 -1.777
H: -3.113 1.204 2.056
H: 2.026 2.463 -4.374
H: 0.222 -2.436 0.874
H: -4.516 -0.339 -2.138
H: 2.367 0.656 -2.667
H: 1.109 1.783 3.915
H: 3.671 0.218 0.350
H: 2.459 -0.927 2.198
H: -4.852 -2.757 -2.365
H: 1.135 -4.531 -0.138
H: -0.219 1.728 4.860
H: -3.421 -1.384 -4.113
H: -1.958 -1.667 -3.178
H: -0.873 -4.575 1.561
H: -2.048 -3.256 1.498
H: 2.627 -2.480 1.347
H: -2.115 3.332 1.716
H: -1.759 4.800 3.719
H: -0.894 1.480 -1.200
H: -0.021 -4.389 -1.464
H: -2.501 0.000 -3.535
H: 1.728 3.623 -3.076
H: -3.334 -3.095 -1.533
H: -3.531 3.488 2.761
H: 4.054 -1.648 1.964
H: 0.229 3.622 2.667
H: -3.029 1.325 3.674
H: 0.402 3.984 4.392
H: 0.600 2.285 -3.354
H: 4.371 1.971 -3.371
H: 3.591 -2.514 -1.020
H: -4.687 -2.341 -0.660
H: -0.202 0.145 -2.132
H: 5.050 -1.691 -0.463
H: 1.241 -3.161 -1.259
H: -1.976 -4.454 0.189

HOMO-LUMO gap = 9.04 eV
Net charge = +2
ΔE to the lowest compared entry with this formula, charge and spin = 0.00 kcal per mole

=====

Entry 6:
Formula: C16H41Br2N3O9P3
Source: OMol25
Level of theory: wB97M-V/def2-TZVPD

CARTESIAN COORDINATES (ANGSTROEM)
Br: 2.577 0.921 -2.363
Br: 6.720 -5.036 -5.041
P: -1.950 4.533 -0.899
P: -1.736 -2.206 3.532
P: 3.487 -0.546 -3.783
O: -2.449 -3.511 2.818
O: -1.829 -1.241 2.368
O: 2.876 -0.317 -5.307
O: -0.371 4.173 -0.565
O: -2.448 3.583 0.357
O: -1.486 -3.117 4.903
O: -3.096 -1.611 4.269
O: -1.761 5.046 -2.295
O: -2.092 5.902 -0.017
N: 4.440 -3.847 -4.001
N: 2.824 -2.176 -3.356
N: 2.529 -3.301 -5.302
C: -1.716 -4.264 1.857
C: 0.540 3.832 -1.601
C: -3.056 -3.285 6.714
C: 1.484 4.989 -1.853
C: 5.616 -3.411 -4.826
C: -1.771 -2.647 6.231
C: 6.511 -2.353 -4.148
C: -4.614 -0.049 3.241
C: 3.275 -3.118 -4.259
C: -0.724 -5.198 2.526
C: 7.098 -1.454 -5.283
C: -4.439 6.120 0.590
C: -1.786 2.364 0.732
C: -3.263 6.708 -0.167
C: -3.447 -0.228 4.190
C: -0.961 2.605 1.965
H: -4.891 1.004 3.160
H: 2.048 5.220 -0.948
H: -1.217 -5.802 3.287
H: 2.820 -3.849 -6.103
H: 3.262 -2.455 -2.473
H: -4.372 -0.425 2.245
H: -3.742 0.087 5.195
H: -4.166 5.915 1.625
H: -1.214 -3.594 1.152
H: 0.936 5.889 -2.128
H: 5.986 -1.740 -3.411
H: 7.345 -2.137 -6.109
H: 7.378 -2.820 -3.670
H: -2.975 -4.372 6.675
H: -3.272 -2.984 7.740
H: 6.324 -0.761 -5.643
H: -2.563 1.631 0.958
H: -5.479 -0.612 3.593
H: -0.947 -2.968 6.871
H: -1.189 1.957 -0.083
H: -1.580 2.990 2.777
H: -5.287 6.807 0.578
H: -0.263 -5.862 1.792
H: 1.603 -2.887 -5.318
H: 0.019 3.534 -2.512
H: 1.110 2.962 -1.255
H: -3.901 -3.009 6.086
H: -0.184 3.348 1.790
H: -3.502 6.837 -1.226
H: -2.448 -4.847 1.296
H: -4.756 5.173 0.145
H: -0.489 1.678 2.294
H: 2.189 4.750 -2.653
H: -1.810 -1.560 6.279
H: 7.997 -0.922 -4.967
H: 2.252 0.430 -5.264
H: 0.068 -4.633 3.025
H: -2.596 0.386 3.897
H: 4.222 -4.794 -4.322
H: -3.018 7.689 0.238
H: 5.318 -3.109 -5.839

HOMO-LUMO gap = 6.97 eV
Net charge = +1

=====

Number 1: electronic energy -889354.7945 eV, M 1369.3 g/mol, maximum force 2.36 eV/Å. Number 2: electronic energy -93195.0178 eV, M 562.7 g/mol, maximum force 1.24 eV/Å. Number 3: electronic energy -104813.3121 eV, M 712.4 g/mol, maximum force 2.87 eV/Å. Number 4: electronic energy -43368.9157 eV, M 570.8 g/mol, maximum force 0.25 eV/Å. Number 5: electronic energy -54556.5458 eV, M 524.9 g/mol, maximum force 1.34 eV/Å. Number 6: electronic energy -208100.5665 eV, M 672.2 g/mol, maximum force 9.00 eV/Å.